No. 1
The following is a DFT calculation (ωB97M-V/def2-TZVPD) of 2 unconnected molecules or ions with the total composition C2H4Cl3N2O at a distorted geometry.

Geometry as XYZ:
```
12
Properties=species:S:1:pos:R:3:forces:R:3:lowdin_spin:R:1
C -0.29011 -0.27752 -0.06220 -4.348 -2.434 0.360 0.66
C 2.16802 0.17318 -0.15277 1.483 0.753 -1.102 0.62
N -1.02137 0.79217 -0.02996 0.800 -0.518 0.047 0.08
N -0.72892 -1.52728 0.06756 2.510 0.820 -0.254 0.10
O -2.35405 0.87252 0.48135 0.820 0.450 -0.484 0.06
Cl 2.68838 -0.21760 -1.73954 -0.264 -0.083 0.389 0.15
Cl 2.04040 1.85085 0.17318 -0.004 -0.165 0.204 0.13
Cl 2.45072 -0.91381 1.08279 0.000 -0.240 0.490 0.18
H -0.41579 1.53100 -0.32804 -0.689 1.902 0.100 0.01
H -0.09292 -2.33104 0.00273 -0.349 0.700 0.205 0.01
H -1.68661 -1.71548 0.25373 -1.026 -0.043 0.016 0.02
H -2.75774 1.76302 0.25119 1.067 -1.143 0.030 0.00
```
Positions in Å, forces in eV/Å.

Its expectation value of S² is 2.011. The total charge is +1. The LUMO energy (alpha / beta) is -3.72 / -7.73 eV. The spin multiplicity is 3. Its energy relative to the best compared isomer or geometry (same formula, charge and spin) is 29.1 kJ/mol. For the highest occupied orbital energy (alpha / beta), the calculation gives -12.014 / -15.171 eV.

---

No. 2
The following is a DFT calculation (ωB97M-V/def2-TZVPD) of a molecular structure, C2H4Cl3NOP2 at a distorted geometry.

Geometry as XYZ:
```
13
Properties=species:S:1:pos:R:3:forces:R:3:nbo_charge:R:1
C -1.22057 -0.68566 0.30920 -1.412 0.911 -1.177 -0.27
C 0.10871 -1.39578 0.19473 0.655 2.421 -0.610 -0.06
N -1.07041 0.73953 0.06816 0.402 -0.749 1.539 -1.09
O 1.09222 -0.53597 0.96234 0.007 -0.678 -0.417 -0.85
P 2.22251 0.40269 0.39225 -0.919 -1.087 -0.462 1.36
P -0.95489 1.29176 -1.34588 -1.170 1.583 -0.862 1.13
Cl 2.00957 1.85649 1.71662 -0.022 0.660 0.076 -0.22
Cl 1.17788 0.56592 -2.02542 1.657 0.048 0.313 -0.46
Cl -0.40645 3.26941 -0.84344 0.023 0.031 -0.338 -0.37
H -1.97611 -1.00410 -0.49857 1.057 -0.775 1.383 0.20
H -1.63044 -0.77607 1.31384 -0.166 -0.447 -0.077 0.21
H 0.14173 -2.36725 0.55939 0.129 -1.592 1.068 0.20
H 0.50624 -1.36098 -0.80322 -0.240 -0.325 -0.436 0.21
```
Positions in Å, forces in eV/Å.

The total charge is 0. The LUMO energy is -1.72 eV. Its energy relative to the best compared isomer or geometry (same formula, charge and spin) is 123.2 kJ/mol. For the highest occupied orbital energy, the calculation gives -8.267 eV.

---

No. 3
The following is a DFT calculation (ωB97M-V/def2-TZVPD) of 2 unconnected molecules or ions with the total composition C2H4Cl3OP at a distorted geometry.

Geometry as XYZ:
```
11
Properties=species:S:1:pos:R:3:forces:R:3:nbo_charge:R:1
O -1.50430 2.00464 0.67040 -1.109 0.606 3.205 -0.66
C -0.27437 1.53620 1.02473 0.884 2.063 1.905 0.09
C 0.24513 1.48956 2.27736 -2.263 -0.243 -0.673 -0.21
Cl 1.84982 1.42108 2.71681 1.340 -0.268 -0.231 0.09
Cl -0.80439 1.48517 3.66545 -0.390 0.178 -0.168 0.00
H -1.91910 2.42370 1.55514 1.094 -1.516 -2.835 0.49
H 0.46795 1.67000 0.28046 0.415 -0.463 -1.109 0.20
P 0.52609 -1.49838 0.68228 1.913 1.342 -2.139 0.30
Cl 0.17178 -3.24086 1.45187 -1.547 -2.780 2.340 -0.28
H 1.02107 -2.39704 -0.41590 -0.648 2.230 -0.097 0.00
H -0.72386 -0.89409 0.23810 0.310 -1.150 -0.199 -0.03
```
Positions in Å, forces in eV/Å.

The total charge is 0. The LUMO energy is 0.45 eV. As for the SMILES: OC=C(Cl)Cl.PCl. Its energy relative to the best compared isomer or geometry (same formula, charge and spin) is 416.4 kJ/mol. For the highest occupied orbital energy, the calculation gives -8.886 eV.

---

No. 4
The following is a DFT calculation (ωB97M-V/def2-TZVPD) of 2 unconnected molecules or ions with the total composition C2H4ClFS3 at a distorted geometry.

Geometry as XYZ:
```
11
Properties=species:S:1:pos:R:3:forces:R:3:nbo_charge:R:1
S 0.75101 -0.14609 1.10438 1.744 0.178 0.069 0.05
C 1.91671 -0.14548 -0.03400 -0.316 0.070 0.562 -0.54
S 2.64355 1.29345 -0.73448 -0.040 -0.006 -0.135 0.09
S 2.63512 -1.58346 -0.74490 0.021 0.090 0.014 0.09
H 1.91418 2.15751 -0.01554 0.019 -0.052 0.023 0.15
H 1.90085 -2.44679 -0.03250 -0.030 0.021 0.026 0.15
F -1.36900 -0.76462 0.16612 -1.121 -0.497 -0.509 -0.34
C -2.27300 0.24637 0.17731 -0.396 0.509 -0.069 0.04
Cl -3.65952 -0.15989 -0.85551 0.075 0.007 0.049 -0.06
H -1.81410 1.15540 -0.22229 -0.030 -0.252 0.080 0.18
H -2.64582 0.39361 1.19142 0.074 -0.067 -0.112 0.18
```
Positions in Å, forces in eV/Å.

The total charge is 0. The LUMO energy is -0.12 eV. As for the SMILES: S=C(S)S.FCCl. For the highest occupied orbital energy, the calculation gives -8.862 eV.